The following is a quantum chemistry calculation of C37H40BrCoGeIN5S2Se as an isolated structure, from OMol25.

Geometry as XYZ:
```
89
C37H40BrCoGeIN5S2Se | OMol25 | ωB97M-V with the def2-TZVPD basis set
Co -0.506 0.821 -0.842
C 3.438 -2.089 2.258
C 4.289 -0.877 2.512
C 5.067 -0.770 3.662
C 5.885 0.327 3.886
C 5.939 1.352 2.953
C 5.155 1.278 1.813
C 4.335 0.177 1.591
N 3.539 0.115 0.416
C 2.189 0.426 0.385
N 1.610 0.593 1.606
C 0.465 1.395 1.887
C -0.496 1.659 0.907
C -1.488 2.576 1.291
C -1.566 3.119 2.563
C -0.631 2.758 3.524
C 0.406 1.900 3.198
C 1.453 1.548 4.224
N 1.533 0.525 -0.720
C 2.266 0.442 -1.942
C 2.469 1.625 -2.652
C 3.101 1.607 -3.881
C 3.546 0.402 -4.409
C 3.355 -0.768 -3.697
C 2.714 -0.777 -2.460
C 2.484 -2.084 -1.751
H 3.666 -2.875 2.978
H 3.603 -2.475 1.252
H 2.372 -1.863 2.328
H 5.038 -1.576 4.386
H 6.484 0.378 4.787
H 6.575 2.212 3.118
H 5.159 2.079 1.083
H 4.002 0.235 -0.474
H 2.262 0.534 2.370
H -2.221 2.886 0.551
H -2.348 3.827 2.810
H -0.687 3.164 4.528
H 1.215 2.010 5.181
H 2.451 1.896 3.934
H 1.521 0.467 4.391
H 2.067 2.543 -2.243
H 3.220 2.528 -4.436
H 4.022 0.374 -5.382
H 3.683 -1.714 -4.117
H 2.001 -2.801 -2.418
H 1.849 -1.957 -0.877
H 3.429 -2.524 -1.418
S -0.710 0.063 -3.034
C -0.848 1.737 -3.463
S -0.843 2.776 -2.098
C -0.909 2.162 -4.783
C -0.889 1.230 -5.858
N -0.882 0.479 -6.735
C -0.973 3.543 -5.118
N -1.020 4.657 -5.415
C -6.244 0.368 3.217
Ge -5.676 0.886 1.410
C -6.966 0.206 0.102
C -5.569 2.831 1.285
C -3.914 0.122 1.035
Se -3.293 0.586 -0.765
C -3.853 -1.067 -1.610
H -7.219 0.798 3.454
H -5.524 0.723 3.955
H -6.317 -0.717 3.304
H -7.956 0.625 0.286
H -7.038 -0.881 0.155
H -6.654 0.487 -0.904
H -6.550 3.284 1.434
H -5.196 3.123 0.303
H -4.888 3.219 2.041
H -3.913 -0.966 1.117
H -3.172 0.516 1.731
H -4.938 -1.154 -1.599
H -3.403 -1.912 -1.088
H -3.488 -1.029 -2.634
Br 0.909 -4.901 1.421
C 0.303 -4.545 -0.339
C 0.572 -5.497 -1.313
C 0.165 -5.281 -2.620
C -0.514 -4.118 -2.952
C -0.784 -3.173 -1.976
C -0.375 -3.376 -0.662
I -0.728 -1.834 0.695
H 1.104 -6.397 -1.041
H 0.387 -6.022 -3.377
H -0.821 -3.925 -3.971
H -1.287 -2.253 -2.243
```

Summary:
<S²>: 0.77
2S+1: 2
Gap between HOMO and LUMO (spin up / spin down) (eV): 6.3 / 6.2
Lowest unoccupied orbital energy (spin up / spin down) (eV): 1.891 / 1.889
E_tot (Ha): -11237.036044
Largest force on an atom (eV/A): 0.17
Total charge: -1



The following is a quantum chemistry calculation of C37H40Cl10N4OPSeV as an isolated structure, from OMol25.

Geometry as XYZ:
```
95
C37H40Cl10N4OPSeV | OMol25 | ωB97M-V with the def2-TZVPD basis set
V 0.502 0.257 0.922
Cl -2.984 -5.666 -4.048
C -1.800 -4.533 -3.522
C -2.064 -3.689 -2.442
Cl -3.578 -3.767 -1.641
C -1.115 -2.766 -2.022
Cl -1.473 -1.664 -0.761
C 0.116 -2.662 -2.687
O 0.987 -1.742 -2.271
C 0.367 -3.510 -3.762
Cl 1.884 -3.362 -4.574
C -0.581 -4.440 -4.180
Cl -0.237 -5.464 -5.521
C 1.823 4.030 0.815
C 0.867 3.884 2.000
C 0.514 5.279 2.512
P -0.441 2.666 1.484
C -1.693 2.483 2.846
C -2.939 1.847 2.226
C -2.098 3.679 3.705
C -1.299 3.458 0.105
C -1.899 4.705 0.292
C -2.599 5.377 -0.693
C -3.230 6.718 -0.448
C -2.684 4.738 -1.934
C -2.124 3.504 -2.156
C -1.416 2.785 -1.147
N -0.883 1.564 -1.369
C -1.379 0.892 -2.504
C -2.667 0.318 -2.484
C -3.572 0.539 -1.310
C -3.088 -0.500 -3.523
C -2.292 -0.755 -4.631
C -2.727 -1.709 -5.709
C -1.071 -0.101 -4.697
C -0.616 0.723 -3.673
C 0.681 1.455 -3.874
H 2.731 4.552 1.124
H 1.349 4.604 0.015
H 2.109 3.061 0.415
H 1.392 3.353 2.799
H 0.040 5.883 1.739
H 1.440 5.789 2.790
H -0.129 5.269 3.388
H -1.235 1.742 3.509
H -3.511 2.591 1.668
H -3.565 1.424 3.013
H -2.683 1.036 1.546
H -2.436 4.530 3.114
H -1.295 4.007 4.365
H -2.934 3.375 4.340
H -1.837 5.167 1.269
H -3.139 7.003 0.601
H -4.294 6.718 -0.696
H -2.761 7.506 -1.043
H -3.213 5.222 -2.749
H -2.227 3.050 -3.135
H -2.999 0.541 -0.385
H -4.338 -0.235 -1.252
H -4.065 1.514 -1.368
H -4.064 -0.970 -3.448
H -3.801 -1.893 -5.663
H -2.226 -2.676 -5.610
H -2.493 -1.324 -6.703
H -0.449 -0.226 -5.580
H 0.888 1.572 -4.939
H 1.520 0.912 -3.442
H 0.649 2.444 -3.414
Cl 1.114 -2.780 1.053
C 2.318 -1.962 2.027
C 2.287 -0.574 2.025
C 3.336 -0.001 2.728
Cl 3.503 1.739 2.697
C 4.304 -0.716 3.429
Cl 5.570 0.084 4.288
C 4.251 -2.107 3.425
Cl 5.432 -3.029 4.281
C 3.247 -2.746 2.701
Cl 3.186 -4.468 2.646
N 3.628 -0.965 -2.445
C 3.919 0.440 -2.118
C 3.266 0.808 -0.796
N 1.806 0.793 -0.821
H 4.106 -1.241 -3.296
H 1.886 -1.769 -2.693
H 3.985 -1.564 -1.704
H 3.524 1.066 -2.921
H 4.996 0.638 -2.047
H 3.614 1.791 -0.473
H 3.602 0.104 -0.027
H 1.473 0.001 -1.367
H 1.368 1.598 -1.264
Se -2.611 -1.550 4.415
C -1.487 -0.967 3.148
N -0.766 -0.553 2.333
```

Summary:
<S²>: 3.76
2S+1: 4
Gap between HOMO and LUMO (spin up / spin down) (eV): 6.1 / 6.1
Lowest unoccupied orbital energy (spin up / spin down) (eV): 1.785 / 1.785
E_tot (Ha): -10017.060944
Largest force on an atom (eV/A): 0.81
Total charge: -1



The following is a quantum chemistry calculation of C37H40FeN3OP as an isolated structure, from OMol25.

Geometry as XYZ:
```
83
C37H40FeN3OP | OMol25 | ωB97M-V with the def2-TZVPD basis set
Fe 0.602 -0.403 0.104
C -0.781 -3.632 6.372
C -1.373 -3.989 5.010
C -2.893 -3.779 5.059
C -1.061 -5.460 4.694
C -0.794 -3.133 3.898
C 0.202 -2.187 4.101
C 0.672 -1.443 3.036
N 0.228 -1.590 1.789
C -0.742 -2.509 1.562
C -1.260 -3.273 2.585
C -1.247 -2.620 0.162
C -2.068 -3.651 -0.264
C -2.530 -3.697 -1.577
C -2.128 -2.657 -2.421
C -1.299 -1.670 -1.945
N -0.858 -1.647 -0.680
C -3.409 -4.818 -2.104
C -4.683 -4.214 -2.715
C -2.615 -5.565 -3.190
C -3.804 -5.804 -1.006
H -1.242 -4.255 7.138
H -0.971 -2.591 6.639
H 0.294 -3.815 6.412
H -3.313 -4.379 5.866
H -3.384 -4.090 4.136
H -3.144 -2.735 5.248
H -1.471 -6.093 5.481
H 0.013 -5.637 4.643
H -1.508 -5.778 3.751
H 0.621 -2.010 5.079
H 1.441 -0.694 3.187
H -2.046 -3.980 2.372
H -2.344 -4.429 0.429
H -2.452 -2.619 -3.450
H -0.969 -0.862 -2.584
H -4.467 -3.572 -3.569
H -5.241 -3.635 -1.979
H -5.327 -5.019 -3.069
H -2.340 -4.908 -4.014
H -3.229 -6.369 -3.596
H -1.705 -6.006 -2.781
H -4.362 -5.319 -0.203
H -2.938 -6.315 -0.582
H -4.450 -6.571 -1.432
O 2.119 -0.916 -2.072
N 1.953 0.265 -1.344
C 2.167 1.378 -1.933
C 1.973 2.714 -1.384
C 2.274 3.750 -2.276
C 2.099 5.076 -1.924
C 1.602 5.383 -0.667
C 1.309 4.366 0.235
C 1.492 3.027 -0.096
P 1.247 1.758 1.188
C 0.124 2.466 2.410
C 0.422 2.436 3.770
C -0.509 2.896 4.692
C -1.732 3.385 4.261
C -2.036 3.408 2.905
C -1.118 2.941 1.982
C 2.894 1.599 1.914
C 3.544 2.697 2.482
C 4.833 2.563 2.966
C 5.488 1.339 2.876
C 4.855 0.249 2.301
C 3.560 0.380 1.817
H 2.306 -0.700 -3.002
H 2.527 1.343 -2.963
H 2.646 3.507 -3.264
H 2.341 5.860 -2.627
H 1.446 6.412 -0.376
H 0.927 4.628 1.212
H 1.378 2.063 4.116
H -0.271 2.879 5.747
H -2.451 3.751 4.981
H -2.990 3.790 2.568
H -1.364 2.963 0.926
H 3.045 3.656 2.548
H 5.331 3.413 3.410
H 6.498 1.242 3.249
H 5.365 -0.701 2.222
H 3.081 -0.481 1.357
```

Summary:
<S²>: 6.01
2S+1: 5
Gap between HOMO and LUMO (spin up / spin down) (eV): 8.0 / 8.0
Lowest unoccupied orbital energy (spin up / spin down) (eV): -5.741 / -6.154
E_tot (Ha): -3278.035114
Largest force on an atom (eV/A): 0.61
Total charge: +2



The following is a quantum chemistry calculation of C37H40N8O3Sn as an isolated structure in a non-equilibrium geometry, from OMol25.

Geometry as XYZ:
```
89
C37H40N8O3Sn | OMol25 | ωB97M-V with the def2-TZVPD basis set
Sn 0.012 -0.128 0.166
C 2.786 1.385 5.764
C 1.874 1.594 4.593
C 2.085 2.638 3.699
C 1.258 2.810 2.617
C 0.180 1.949 2.352
N -0.532 2.041 1.182
C -0.947 3.259 0.764
C -1.116 4.314 1.692
C -1.448 5.591 1.324
C -1.679 5.897 -0.015
C -1.972 7.300 -0.457
C -1.646 4.857 -0.925
C -1.292 3.553 -0.578
N -1.318 2.586 -1.603
C -1.411 2.838 -2.925
C -1.578 1.639 -3.580
C -1.562 0.688 -2.570
N -1.390 1.270 -1.388
C -0.046 0.908 3.276
C 0.804 0.744 4.364
N -1.162 0.057 3.169
C -1.859 -0.472 4.190
C -2.842 -1.274 3.653
C -2.667 -1.166 2.277
N -1.657 -0.357 2.011
H 3.487 2.211 5.857
H 3.355 0.464 5.648
H 2.217 1.308 6.689
H 2.917 3.311 3.851
H 1.431 3.625 1.929
H -0.963 4.089 2.738
H -1.534 6.361 2.079
H -1.627 8.016 0.287
H -3.041 7.453 -0.604
H -1.470 7.517 -1.398
H -1.916 5.086 -1.944
H -1.328 3.816 -3.347
H -1.698 1.483 -4.632
H -1.660 -0.378 -2.635
H 0.635 -0.077 5.047
H -1.640 -0.239 5.210
H -3.577 -1.849 4.176
H -3.213 -1.618 1.472
O 2.241 -3.043 -2.444
C 1.636 -2.005 -2.264
O 0.559 -1.856 -1.596
C 2.080 -0.682 -2.881
C 2.005 -0.500 -4.250
C 2.161 0.747 -4.811
C 2.132 1.856 -3.940
C 1.979 3.183 -4.397
C 1.736 4.211 -3.527
C 1.625 3.955 -2.157
C 1.831 2.686 -1.678
C 2.155 1.633 -2.538
N 2.348 0.350 -2.037
H 1.863 -1.381 -4.855
H 2.210 0.883 -5.879
H 2.008 3.360 -5.462
H 1.583 5.214 -3.897
H 1.351 4.748 -1.480
H 1.671 2.461 -0.634
C 4.050 2.079 0.195
C 3.828 0.573 0.062
C 3.679 -0.005 1.476
C 5.055 -0.071 -0.610
C 2.603 0.073 -0.713
H 4.966 2.260 0.755
H 3.233 2.521 0.759
H 4.139 2.568 -0.772
H 4.528 0.258 2.103
H 3.600 -1.089 1.441
H 2.767 0.385 1.932
H 5.972 0.247 -0.118
H 5.118 0.198 -1.662
H 4.991 -1.154 -0.549
H 2.645 -1.011 -0.606
C 0.606 -3.679 3.985
N 0.906 -4.126 2.645
C 0.796 -3.286 1.576
N 0.831 -3.840 0.364
O 0.683 -2.067 1.751
H 1.235 -4.200 4.707
H -0.445 -3.848 4.239
H 0.807 -2.611 4.025
H 0.879 -5.118 2.476
H 1.030 -4.811 0.214
H 0.769 -3.221 -0.448
```

Summary:
2S+1: 1
Gap between HOMO and LUMO (spin up / spin down) (eV): 5.7 / 5.7
Lowest unoccupied orbital energy (spin up / spin down) (eV): -0.463 / -0.456
E_tot (Ha): -2311.999611
Largest force on an atom (eV/A): 1.17



The following is a quantum chemistry calculation of C37H41Cl3Ge3N2O4W as an isolated structure, from OMol25.

Geometry as XYZ:
```
91
C37H41Cl3Ge3N2O4W | OMol25 | ωB97M-V with the def2-TZVPD basis set
W 1.484 1.635 0.891
C 0.517 0.899 4.720
C 1.840 0.658 4.096
N 2.134 0.727 2.801
C 3.456 0.346 2.676
C 3.970 0.066 3.899
N 2.930 0.263 4.772
C 5.288 -0.389 4.426
O 6.250 -0.569 3.550
O 5.395 -0.577 5.610
C 4.043 0.296 1.320
O 5.203 -0.022 1.139
O 3.181 0.605 0.398
H -0.110 1.464 4.036
H 0.615 1.457 5.650
H 0.026 -0.051 4.938
H 3.022 0.104 5.767
H 5.962 -0.358 2.623
C 1.049 4.456 -3.820
C 1.141 4.350 -2.293
Ge 0.829 2.504 -1.743
C 2.008 1.291 -2.760
C 1.207 0.543 -3.827
C -1.059 2.037 -1.732
C -1.837 1.428 -0.827
Ge -1.206 0.916 0.998
C -1.952 2.244 2.314
C -2.958 1.797 3.370
C -1.699 -0.972 1.377
C -2.730 -1.315 2.449
C -3.259 1.118 -1.146
C -4.187 0.911 -0.128
C -5.515 0.619 -0.405
C -5.940 0.514 -1.719
C -5.027 0.703 -2.749
C -3.704 0.996 -2.467
H 1.239 5.480 -4.141
H 0.058 4.181 -4.188
H 1.780 3.818 -4.319
H 0.410 4.997 -1.810
H 2.128 4.653 -1.941
H 2.517 0.605 -2.087
H 2.772 1.930 -3.206
H 0.399 -0.040 -3.386
H 1.854 -0.146 -4.374
H 0.763 1.225 -4.556
H -1.532 2.363 -2.662
H -2.384 3.007 1.663
H -1.121 2.739 2.815
H -3.838 1.309 2.958
H -3.306 2.672 3.922
H -2.518 1.112 4.094
H -0.763 -1.487 1.604
H -2.032 -1.372 0.416
H -2.411 -1.007 3.444
H -2.878 -2.396 2.478
H -3.702 -0.865 2.255
H -3.880 1.000 0.905
H -6.215 0.475 0.407
H -6.973 0.283 -1.942
H -5.350 0.617 -3.779
H -3.005 1.113 -3.286
Cl 2.217 6.179 3.065
Ge 1.480 4.142 2.912
Cl 0.239 3.937 0.867
Cl 3.205 3.460 1.286
C 0.777 0.001 0.032
C 0.598 -1.048 -0.645
C 0.476 -2.294 -1.140
C -0.346 -2.589 -2.313
C -1.476 -1.812 -2.591
C -2.255 -2.089 -3.699
C -1.898 -3.123 -4.556
C -0.764 -3.884 -4.303
C 0.005 -3.628 -3.182
C 1.222 -3.354 -0.445
C 2.463 -3.065 0.134
C 3.158 -4.048 0.814
C 2.612 -5.320 0.942
C 1.374 -5.611 0.383
C 0.683 -4.638 -0.318
H -1.747 -1.005 -1.921
H -3.144 -1.503 -3.889
H -2.504 -3.335 -5.427
H -0.480 -4.676 -4.981
H 0.898 -4.208 -2.992
H 2.888 -2.076 0.010
H 4.130 -3.828 1.235
H 3.155 -6.087 1.478
H 0.947 -6.599 0.494
H -0.289 -4.858 -0.739
```

Summary:
<S²>: 3.82
2S+1: 4
Gap between HOMO and LUMO (spin up / spin down) (eV): 6.7 / 5.8
Lowest unoccupied orbital energy (spin up / spin down) (eV): -4.353 / -5.017
E_tot (Ha): -9523.258949
Largest force on an atom (eV/A): 0.72
Total charge: +1